{"formula": "C4H8BrNO", "method": "ωB97M-V with the def2-TZVPD basis set", "elements": ["H", "N", "C", "C", "C", "C", "Br", "H", "H", "H", "H", "H", "O", "H", "H"], "positions_angstrom": [[-0.33779, -1.81773, -1.38115], [-0.89819, -0.97233, -1.47524], [-0.43247, 0.06215, -0.93623], [-1.22392, 1.33028, -1.04074], [0.85183, 0.16517, -0.20592], [1.19549, 1.11620, 0.65000], [2.10117, -1.22901, -0.57420], [-0.61230, 2.11960, -1.47340], [-2.08786, 1.14945, -1.67263], [-1.56313, 1.65077, -0.05917], [0.51580, 1.91023, 0.89675], [2.14452, 1.12224, 1.15821], [0.07772, -2.04288, 1.69688], [-0.52725, -1.94779, 2.42964], [0.79638, -2.61635, 1.98721]], "forces_ev_per_a": [[0.272, 0.246, 0.204], [-0.501, -0.556, -0.401], [-0.017, 0.232, 0.044], [-0.058, 0.087, -0.057], [0.559, -0.195, 0.149], [-0.037, -0.192, -0.136], [0.088, 0.097, -0.019], [0.001, 0.130, 0.023], [-0.021, -0.013, 0.012], [-0.049, 0.128, 0.118], [-0.246, 0.205, -0.054], [0.141, -0.091, 0.001], [0.169, -0.074, -0.293], [-0.120, -0.101, 0.340], [-0.180, 0.097, 0.067]], "mulliken_charge": [0.26, -0.69, 0.95, -1.36, 0.25, -0.79, -0.21, 0.37, 0.34, 0.32, 0.25, 0.27, -0.54, 0.27, 0.30], "lumo_ha": 0.0175, "relative_energy_ev": 1.124, "total_energy_ha": -2861.1877, "fmax_ev_per_a": 0.8, "total_charge": 0, "gap_ev": 10.0, "smiles": "[H]/N=C(/C)C(=C)Br.O"}

{"formula": "C4H8BrNO3", "method": "ωB97M-V with the def2-TZVPD basis set", "elements": ["C", "C", "O", "C", "C", "N", "O", "O", "H", "H", "H", "H", "H", "H", "H", "Br", "H"], "positions_angstrom": [[0.95720, 1.67421, 0.21708], [0.14800, 0.78972, 0.87408], [0.01642, -0.57630, 0.80906], [0.22935, -1.18667, -0.49836], [0.81685, -2.57150, -0.25137], [-0.70512, 1.41383, 1.93349], [-1.62703, 0.72352, 2.37492], [-0.55417, 2.58087, 2.23686], [0.75853, 2.73750, 0.66888], [1.59815, 1.30763, -0.56469], [-0.75091, -1.16674, -0.85947], [0.89861, -0.62823, -1.19614], [1.74780, -2.40492, 0.39997], [0.24295, -3.25012, 0.41739], [1.13046, -3.05364, -1.26233], [-2.34030, 1.33495, -2.21183], [-2.56679, 2.27589, -3.08754]], "forces_ev_per_a": [[-2.501, -0.017, 2.456], [1.743, 0.306, -0.860], [0.639, 2.109, 0.048], [1.118, -0.184, 0.766], [1.793, -0.342, 0.140], [-2.218, -0.876, 0.457], [1.281, 0.389, -0.463], [0.506, -0.281, -0.120], [1.040, -2.028, -1.603], [0.224, 0.529, -0.100], [-1.399, -0.421, -1.271], [-0.455, -0.127, 0.856], [-0.919, -0.194, -1.270], [-0.205, 0.492, -0.972], [-0.649, 0.646, 1.920], [0.690, -2.868, 2.690], [-0.686, 2.867, -2.676]], "mulliken_charge": [-0.75, 0.50, -0.31, -0.16, -1.11, 0.96, -0.53, -0.62, 0.27, 0.29, 0.25, 0.31, 0.28, 0.31, 0.32, -0.19, 0.19], "lumo_ha": -0.0129, "relative_energy_ev": 4.613, "total_energy_ha": -3011.5275, "fmax_ev_per_a": 4.0, "total_charge": 0, "gap_ev": 9.5, "smiles": "C=C(OCC)[N+](=O)[O-].Br"}

{"formula": "C4H8BrNO3", "method": "ωB97M-V with the def2-TZVPD basis set", "elements": ["C", "C", "C", "C", "N", "O", "O", "O", "Br", "H", "H", "H", "H", "H", "H", "H", "H"], "positions_angstrom": [[-0.20839, -1.69100, -1.15650], [-0.18905, 0.49864, 1.83196], [-0.33656, -0.20502, -1.22677], [-1.24102, 0.74735, 0.83057], [-2.54037, 1.34208, 1.48680], [-3.61915, 1.34169, 0.95518], [-2.29383, 1.75764, 2.54306], [-1.40687, 0.08053, -0.25272], [-0.91836, 3.11071, 0.01672], [0.32927, -2.10802, -0.29233], [-1.20085, -2.13218, -1.17324], [0.12273, -2.03588, -2.11718], [0.93584, 0.77490, 1.61469], [-0.50818, 1.12826, 2.66880], [-0.20087, -0.53888, 2.07847], [-0.88355, -0.10833, -2.20704], [0.49421, 0.37825, -1.19317]], "forces_ev_per_a": [[0.154, -0.904, 0.257], [2.315, 1.618, 0.198], [-4.374, -2.756, -1.319], [0.528, 2.143, -1.894], [-0.322, -1.774, -2.401], [0.329, -0.539, -0.868], [-0.159, 1.749, 3.882], [-0.516, 0.890, 0.309], [0.281, -1.329, 0.345], [0.101, 0.184, -0.495], [-0.336, 0.188, 0.457], [1.122, -0.344, -0.282], [-2.481, -0.393, -0.237], [0.647, -0.546, 0.029], [-0.157, -0.920, 0.313], [0.673, 0.858, 0.998], [2.196, 1.874, 0.708]], "mulliken_charge": [-1.08, -0.92, -0.29, 0.26, 1.07, -0.58, -0.57, -0.32, -0.32, 0.29, 0.33, 0.39, 0.27, 0.44, 0.35, 0.25, 0.43], "lumo_ha": -0.0446, "relative_energy_ev": 4.819, "total_energy_ha": -3011.5199, "fmax_ev_per_a": 5.3, "total_charge": 0, "gap_ev": 8.3}

{"formula": "C4H8BrNO3", "method": "ωB97M-V with the def2-TZVPD basis set", "elements": ["C", "C", "C", "C", "O", "Br", "N", "O", "O", "H", "H", "H", "H", "H", "H", "H", "H"], "positions_angstrom": [[1.32106, -0.86292, -0.58799], [-0.06588, -0.24614, -0.58650], [-0.21747, 0.75212, -1.74369], [-0.44685, 0.40928, 0.86356], [0.64847, 1.00802, 1.34817], [-2.06688, 1.52923, 0.77216], [-0.99270, -0.60286, 1.76498], [-1.64374, -1.43824, 1.27501], [-0.47497, -0.63806, 2.85527], [2.01410, -0.11581, -0.22742], [1.25176, -1.60854, 0.14227], [1.52275, -1.21549, -1.64969], [-0.95419, -0.94686, -0.70975], [0.40953, 1.59872, -1.42517], [-1.29118, 1.01738, -1.75754], [0.25395, 0.30852, -2.62489], [0.73223, 1.05165, 2.29123]], "forces_ev_per_a": [[-1.118, 0.685, -1.265], [-2.650, 0.250, 0.183], [0.311, 0.338, 1.823], [0.843, 0.831, -2.620], [0.337, 0.543, -1.136], [-0.087, 0.777, -0.195], [3.490, -0.483, 0.662], [-2.881, -2.335, -0.651], [-0.287, 0.206, 1.566], [0.433, 0.098, -0.339], [0.668, -1.766, 0.765], [0.070, 0.181, 1.632], [1.647, 0.236, 0.053], [-0.367, 0.269, -0.576], [0.821, 0.136, -0.883], [-0.689, 0.178, -0.108], [-0.541, -0.145, 1.087]], "mulliken_charge": [-1.32, 0.20, -1.29, 0.31, -0.46, -0.16, 1.00, -0.51, -0.66, 0.34, 0.38, 0.36, 0.40, 0.31, 0.36, 0.36, 0.36], "lumo_ha": -0.0094, "relative_energy_ev": 3.280, "total_energy_ha": -3011.5765, "fmax_ev_per_a": 3.8, "total_charge": 0, "gap_ev": 10.5, "smiles": "CC(C)[C@@](O)(Br)[N+](=O)[O-]"}